A.
Entry from OMol25: C3H4S4 as an isolated structure (ωB97M-V/def2-TZVPD).

```
11
Properties=species:S:1:pos:R:3:mulliken_charge:R:1
C -2.471 -0.272 -0.040 -0.768
C 0.520 0.187 -0.126 0.187
C 1.963 -0.404 -0.151 0.063
H -2.953 -1.429 -0.113 0.294
H -2.487 0.230 -1.094 0.288
H -2.765 0.565 0.713 0.292
H 2.559 1.463 1.424 0.159
S -0.685 -0.948 0.426 0.014
S 0.381 1.673 -0.763 -0.126
S 3.418 0.644 0.467 -0.165
S 2.520 -1.710 -0.743 -0.237
```

## Properties
Gap between HOMO and LUMO   0.2692 hartree
2S+1   1
Total charge   0

---

B.
Entry from OMol25: one molecule with the formula C3H4S4 (ωB97M-V/def2-TZVPD).

```
11
Properties=species:S:1:pos:R:3:mulliken_charge:R:1
S -1.123 0.670 1.552 -0.132
C -0.273 0.517 -0.132 0.153
S -1.539 0.901 -1.423 -0.164
C 0.334 -0.827 -0.341 -0.508
C 1.592 -0.997 0.028 -0.201
S 2.557 0.402 0.334 -0.089
S 1.067 1.705 -0.282 -0.026
H -2.076 -0.222 1.232 0.154
H -2.422 1.548 -0.729 0.154
H -0.197 -1.733 -0.467 0.352
H 2.080 -1.965 0.228 0.307
```

## Properties
SMILES   SC1(S)C=CSS1
Gap between HOMO and LUMO   0.3187 hartree
2S+1   1
Total charge   0

---

Pick B: it beats the second-best structure by 186.1 kJ/mol.

---

A.
Entry from OMol25: one molecule with the formula C21H20N6O2S (ωB97M-V/def2-TZVPD).

```
50
Properties=species:S:1:pos:R:3:mulliken_charge:R:1
O -5.855 4.664 -2.619 -0.638
N 2.491 -5.977 1.160 -0.820
N -1.179 1.902 -0.172 -0.557
N -1.617 0.203 -1.696 -0.261
O 0.430 4.824 3.643 -0.549
C 2.724 -4.827 0.571 -0.592
C -1.821 1.366 -1.158 0.120
C -0.182 1.193 0.367 -0.327
C -0.652 -0.503 -1.174 0.518
C 0.132 -0.017 -0.209 0.058
C 2.028 1.518 3.499 -0.782
C 1.693 2.813 3.921 -0.457
C 1.355 0.997 2.369 -0.442
C 0.172 3.031 2.031 -0.088
C -0.784 -5.062 -0.338 -0.926
C -1.104 -3.896 -0.999 -0.515
C 1.187 -3.167 -0.796 -0.346
C 0.724 3.564 3.207 0.476
C 1.487 -4.332 -0.070 1.043
C 0.458 1.740 1.572 0.384
C 0.525 -5.287 0.169 -0.255
C -0.114 -2.910 -1.181 0.203
N 1.183 -6.266 0.875 0.237
N -0.496 -1.700 -1.810 -0.267
N -2.866 2.101 -1.699 0.312
S -5.016 3.729 -3.383 0.367
C -2.952 3.570 -1.602 -0.808
C -3.968 1.361 -2.349 -0.759
C -3.311 4.173 -2.951 -0.664
C -5.246 2.195 -2.472 -0.746
H -0.362 5.079 3.151 0.307
H 3.619 -4.267 0.668 0.492
H 0.900 -0.700 0.183 -0.115
H 2.754 0.873 4.003 0.382
H 2.092 3.177 4.847 0.398
H 1.554 -0.053 2.111 0.288
H -0.522 3.640 1.474 0.355
H -1.537 -5.819 -0.232 0.361
H -2.121 -3.748 -1.360 0.399
H 1.934 -2.397 -0.976 0.571
H 0.756 -7.177 1.076 0.212
H -1.204 -1.778 -2.528 0.297
H -3.699 3.904 -0.895 0.310
H -2.004 3.961 -1.270 0.416
H -3.613 1.114 -3.338 0.322
H -4.126 0.413 -1.816 0.458
H -2.627 3.750 -3.722 0.388
H -3.226 5.276 -2.949 0.409
H -6.074 1.640 -2.931 0.450
H -5.591 2.470 -1.474 0.381
```

## Properties
Gap between HOMO and LUMO   0.3118 hartree
2S+1   1
Total charge   0

---

B.
Entry from OMol25: one molecule with the formula C21H20N6O2S (ωB97M-V/def2-TZVPD).

```
50
Properties=species:S:1:pos:R:3:mulliken_charge:R:1
N 2.676 7.485 -4.017 -0.482
C 2.023 7.111 -3.110 0.141
C 1.241 6.780 -1.946 0.104
C 1.048 7.770 -1.022 -0.236
S -0.034 7.205 0.168 -0.205
C -0.023 5.593 -0.554 0.824
N -0.706 4.486 -0.078 0.113
C -1.460 4.468 1.181 -0.947
C -0.779 3.503 2.171 -0.639
N -0.617 2.149 1.564 0.201
C -0.727 0.983 2.329 0.023
O -0.907 1.048 3.546 -0.654
C -0.486 -0.399 1.779 0.728
C 0.284 -1.328 2.457 -1.431
C 0.529 -2.599 1.894 -1.311
C -0.087 -3.030 0.698 1.067
C -0.988 -2.105 0.115 0.569
C -1.172 -0.824 0.645 -0.353
N -1.653 -2.361 -0.977 -0.730
C -1.455 -3.541 -1.640 -0.105
O -1.949 -3.615 -2.732 -0.616
C -0.740 -4.747 -0.988 0.881
C -0.023 -5.660 -1.979 -0.769
C 0.862 -6.682 -1.232 -0.514
C 1.779 -5.959 -0.265 -0.732
N 1.003 -5.153 0.685 -0.197
C 0.093 -4.275 0.176 0.287
C 0.048 2.163 0.261 -0.637
C -0.608 3.148 -0.693 -0.859
N 0.672 5.559 -1.657 -0.484
H 1.427 8.805 -1.100 0.425
H -2.480 4.187 0.959 0.278
H -1.548 5.465 1.613 0.516
H 0.224 3.857 2.485 0.239
H -1.359 3.438 3.107 0.411
H 0.738 -1.061 3.382 0.517
H 1.152 -3.289 2.437 0.239
H -1.916 -0.233 0.119 0.601
H -1.543 -5.321 -0.511 0.129
H 0.535 -5.016 -2.673 0.337
H -0.778 -6.171 -2.552 0.246
H 0.209 -7.437 -0.741 0.306
H 1.511 -7.195 -1.948 0.351
H 2.496 -5.291 -0.767 0.332
H 2.389 -6.684 0.233 0.415
H 1.500 -4.849 1.543 0.212
H 0.081 1.194 -0.204 0.610
H 1.078 2.511 0.403 0.145
H 0.017 3.177 -1.623 0.369
H -1.577 2.739 -0.939 0.284
```

## Properties
SMILES   N#Cc1csc(N2CCN(C(=O)c3ccc4c(c3)=NC(=O)[C@H]3CCCNC=43)CC2)n1
Gap between HOMO and LUMO   0.2377 hartree
2S+1   1
Total charge   0

---

Pick A: it beats the second-best structure by 24.4 kJ/mol.

---

A.
Entry from OMol25: one molecule with the formula C10H10N2 (ωB97M-V/def2-TZVPD).

```
22
Properties=species:S:1:pos:R:3:mulliken_charge:R:1
C 2.496 1.548 0.006 -1.230
C 1.289 0.692 -0.122 0.760
N 0.214 1.366 -0.348 -0.485
C -0.883 0.766 -0.211 0.327
C -2.093 1.366 0.096 -0.714
C -3.303 0.663 0.141 -0.335
C -3.327 -0.738 0.144 -0.582
C -2.202 -1.337 -0.214 -0.250
C -0.938 -0.699 -0.406 0.427
N 0.199 -1.393 -0.217 -0.568
C 1.363 -0.806 0.015 0.579
C 2.586 -1.549 0.203 -1.319
H 3.260 1.109 -0.595 0.358
H 2.916 1.535 1.016 0.268
H 2.213 2.511 -0.449 0.358
H -2.021 2.421 0.152 0.445
H -4.257 1.197 0.359 0.318
H -4.286 -1.300 0.181 0.311
H -2.050 -2.375 -0.489 0.366
H 2.905 -1.339 1.182 0.343
H 2.503 -2.597 -0.082 0.342
H 3.415 -1.039 -0.362 0.281
```

## Properties
SMILES   Cc1nc2ccccc2nc1C
Gap between HOMO and LUMO   0.3168 hartree
2S+1   1
Total charge   0

---

B.
Entry from OMol25: a 2-piece molecular cluster, C10H10N2 overall (ωB97M-V/def2-TZVPD).

```
22
Properties=species:S:1:pos:R:3:mulliken_charge:R:1
C -2.032 1.348 0.689 -0.498
C -1.094 0.172 0.826 0.001
C -1.266 -0.958 0.317 -0.497
N -2.375 -1.452 -0.301 -0.660
C -3.193 -0.446 -0.629 -0.252
C -3.011 0.961 -0.242 -0.402
H -1.960 2.322 1.184 0.385
H -0.217 0.299 1.442 0.381
H -0.586 -1.748 0.572 0.737
H -4.051 -0.556 -1.176 0.454
H -3.931 1.584 -0.304 0.301
C 2.928 -0.707 0.542 -0.377
C 1.870 -1.371 -0.127 -0.344
C 0.858 -0.572 -0.910 -0.168
N 1.061 0.682 -1.237 -0.549
C 2.241 1.201 -0.695 -0.161
C 3.117 0.591 0.137 -0.295
H 3.615 -1.242 1.156 0.458
H 1.758 -2.541 0.065 0.276
H -0.133 -1.039 -1.195 0.633
H 2.409 2.383 -0.654 0.223
H 3.991 1.088 0.539 0.355
```

## Properties
SMILES   c1ccncc1.c1ccncc1
Gap between HOMO and LUMO   0.3538 hartree
2S+1   1
Total charge   0

---

Pick A: it beats the second-best structure by 234.3 kJ/mol.